{
  "formula": "C3H2Cl2N2",
  "method": "ωB97M-V/def2-TZVPD",
  "fmax_ev_per_a": 3.1,
  "molar_mass_g_mol": 136.969,
  "e_homo_ha": -0.35736,
  "homo_lumo_gap_ev": 10.45,
  "e_above_lowest_ev": 0.6823,
  "elements": ["H", "C", "C", "Cl", "Cl", "N", "C", "N", "H"],
  "positions_angstrom": [[1.22, 2.17, 0.03], [0.02, -0.85, 0.12], [1.10, 0.02, 0.11], [2.75, -0.43, -0.05], [-2.78, -0.40, -0.04], [0.62, 1.29, 0.02], [-1.10, 0.08, 0.03], [-0.73, 1.33, -0.02], [-0.04, -1.89, 0.05]]
}